Here is one molecule with the formula C4H7NO at a distorted geometry from the Open Molecules 2025 dataset. Energies are from ωB97M-V/def2-TZVPD.

The geometry in ORCA input format:
```
! wB97M-V def2-TZVPD RIJCOSX def2/J DEFGRID3
* xyz 0 3
C 0.101 0.087 0.119
C 1.320 0.345 -0.512
C 2.310 0.966 0.345
C -2.178 -0.811 -0.154
N -0.766 -0.785 -0.448
O -0.288 -1.504 -1.347
H -0.309 0.497 0.972
H 2.364 0.522 1.386
H 3.238 1.063 -0.255
H 1.961 1.965 0.379
H -2.517 0.056 0.266
H -2.881 -0.718 -1.065
H -2.356 -1.682 0.314
*
```

Computed properties:
HOMO (spin up / spin down) in eV: -7.515 / -8.988
Largest force on an atom in eV/A: 4.6
E_tot in eV: -7792.52235
Gap between HOMO and LUMO (spin up / spin down) in eV: 8.472 / 8.269
Lowest unoccupied orbital energy (spin up / spin down) in eV: 1.0 / -0.7
<S²>: 2.07
Energy above the lowest of the compared OMol25 structures with the same formula, charge and spin in kcal/mol: 30.3